{
  "formula": "C6H13N",
  "method": "the ωB97M-V functional and the def2-TZVPD basis",
  "mol_weight_g_mol": 99.2,
  "spin_multiplicity": 1,
  "e_tot_ha": -290.9251,
  "charge": 0,
  "orbital_gap_ev": 5.103,
  "elements": ["C", "N", "C", "C", "C", "C", "C", "H", "H", "H", "H", "H", "H", "H", "H", "H", "H", "H", "H", "H"],
  "xyz": [[2.762, -0.116, 0.575], [1.897, 0.419, -0.401], [0.545, 0.528, 0.022], [-0.327, -0.818, 0.110], [-1.678, -0.462, 0.619], [-2.855, -0.968, -0.200], [-0.139, 1.603, -0.838], [2.611, 0.126, 1.628], [2.613, -1.227, 0.532], [3.805, 0.147, 0.409], [-2.800, -2.011, -0.536], [0.522, 0.843, 1.084], [-0.269, -1.281, -0.889], [0.218, -1.501, 0.862], [-1.795, -0.846, 1.629], [-3.250, -0.379, -1.046], [-3.755, -1.138, 0.417], [0.176, 1.467, -1.898], [-0.285, 2.658, -0.587], [-1.118, 1.078, -0.662]]
}

{
  "formula": "C6H13N",
  "method": "the ωB97M-V functional and the def2-TZVPD basis",
  "mol_weight_g_mol": 99.2,
  "smiles": "C/C=C/C[C@@H](C)N",
  "spin_multiplicity": 1,
  "e_tot_ha": -291.1165,
  "charge": 0,
  "orbital_gap_ev": 10.178,
  "elements": ["C", "C", "C", "C", "C", "C", "N", "H", "H", "H", "H", "H", "H", "H", "H", "H", "H", "H", "H", "H"],
  "xyz": [[1.440, -0.318, 1.345], [1.485, 0.349, -0.021], [0.498, -0.291, -1.015], [-0.913, 0.253, -0.906], [-1.729, -0.032, 0.122], [-3.191, 0.293, 0.210], [2.839, 0.439, -0.614], [1.756, -1.352, 1.240], [1.936, 0.233, 2.143], [0.393, -0.288, 1.657], [1.166, 1.395, 0.017], [0.433, -1.369, -0.832], [0.840, -0.058, -2.024], [-1.460, 0.514, -1.813], [-1.375, -0.884, 0.700], [-3.440, 0.288, 1.270], [-3.439, 1.263, -0.181], [-3.792, -0.486, -0.259], [3.519, 0.436, 0.138], [3.034, -0.385, -1.175]]
}

{
  "formula": "C6H13N",
  "method": "the ωB97M-V functional and the def2-TZVPD basis",
  "mol_weight_g_mol": 99.2,
  "spin_multiplicity": 1,
  "e_tot_ha": -290.9416,
  "charge": 0,
  "orbital_gap_ev": 8.323,
  "elements": ["C", "C", "N", "C", "C", "C", "C", "H", "H", "H", "H", "H", "H", "H", "H", "H", "H", "H", "H", "H"],
  "xyz": [[-1.636, 1.909, 0.379], [-0.800, 0.706, 0.760], [-0.780, -0.393, -0.191], [-1.148, -1.709, -0.192], [0.346, 0.265, -0.077], [1.665, -1.564, 0.576], [1.176, 0.995, -1.079], [-2.690, 1.756, 0.629], [-1.282, 2.801, 0.907], [-1.564, 2.106, -0.697], [-0.816, 0.437, 1.822], [-0.810, -2.237, -1.085], [0.250, -2.115, 0.660], [-2.225, -1.802, -0.004], [2.217, -0.627, 0.791], [2.067, -2.269, 1.307], [1.995, -1.868, -0.430], [0.484, 1.524, -1.747], [1.791, 0.325, -1.683], [1.822, 1.756, -0.627]]
}

{
  "formula": "C6H13N",
  "method": "the ωB97M-V functional and the def2-TZVPD basis",
  "mol_weight_g_mol": 99.2,
  "spin_multiplicity": 1,
  "e_tot_ha": -291.0380,
  "charge": 0,
  "orbital_gap_ev": 7.815,
  "elements": ["C", "C", "C", "C", "C", "N", "C", "H", "H", "H", "H", "H", "H", "H", "H", "H", "H", "H", "H", "H"],
  "xyz": [[0.801, -0.707, 0.019], [-1.383, -0.773, -1.513], [1.548, 1.632, 0.515], [-1.692, -0.231, 1.293], [0.593, 0.481, 0.715], [1.843, -0.906, -0.845], [-0.606, 0.665, 1.406], [0.298, -1.610, 0.322], [2.234, -0.096, -1.301], [1.803, -1.727, -1.426], [-0.786, 1.651, 1.821], [-1.037, -1.776, -1.754], [-0.773, -0.042, -2.039], [-2.420, -0.657, -1.825], [1.539, 1.990, -0.521], [1.272, 2.476, 1.146], [2.575, 1.347, 0.757], [-1.504, -1.275, 1.543], [-1.692, -0.518, -0.087], [-2.614, 0.076, 1.775]]
}

Copy entry 3 word for word.
{
  "formula": "C6H13N",
  "method": "the ωB97M-V functional and the def2-TZVPD basis",
  "mol_weight_g_mol": 99.2,
  "spin_multiplicity": 1,
  "e_tot_ha": -290.9416,
  "charge": 0,
  "orbital_gap_ev": 8.323,
  "elements": ["C", "C", "N", "C", "C", "C", "C", "H", "H", "H", "H", "H", "H", "H", "H", "H", "H", "H", "H", "H"],
  "xyz": [[-1.636, 1.909, 0.379], [-0.800, 0.706, 0.760], [-0.780, -0.393, -0.191], [-1.148, -1.709, -0.192], [0.346, 0.265, -0.077], [1.665, -1.564, 0.576], [1.176, 0.995, -1.079], [-2.690, 1.756, 0.629], [-1.282, 2.801, 0.907], [-1.564, 2.106, -0.697], [-0.816, 0.437, 1.822], [-0.810, -2.237, -1.085], [0.250, -2.115, 0.660], [-2.225, -1.802, -0.004], [2.217, -0.627, 0.791], [2.067, -2.269, 1.307], [1.995, -1.868, -0.430], [0.484, 1.524, -1.747], [1.791, 0.325, -1.683], [1.822, 1.756, -0.627]]
}